No. 1
ORCA calculation (ωB97M-V/def2-TZVPD) on a cluster of 2 separate species, C5H14O in total in a non-equilibrium geometry.

Results
* frontier orbital gap (spin up / spin down): 2.6 / 10.3 eV
* multiplicity: 2
* relative energy (zero: lowest compared OMol25 entry of this formula, charge and spin): 0.518 eV
* HOMO energy (spin up / spin down): 1.1 / -6.7 eV
* charge: -1

Cartesian coordinates (Å):
H: -0.069 -0.709 -1.347
H: 1.763 1.457 0.672
C: -2.009 0.031 -0.720
H: 0.255 0.890 2.355
H: -2.768 -0.193 0.041
H: -1.666 1.050 -0.779
C: -0.208 -0.714 0.868
C: 0.723 1.655 0.396
H: -1.136 1.179 1.300
H: 0.537 2.730 0.515
H: 0.831 -1.029 0.753
H: -1.224 -1.966 -0.562
C: -0.126 0.753 1.317
H: 2.511 -0.690 -1.129
H: -0.819 -1.298 1.538
H: 0.466 1.480 -0.652
O: 2.650 -1.657 -1.247
H: -2.469 -0.174 -1.682
C: -0.828 -0.944 -0.598
H: 3.585 -1.849 -1.040


No. 2
ORCA calculation (ωB97M-V/def2-TZVPD) on a cluster of 10 separate species, C30H80O30S10 in total in a non-equilibrium geometry.

Results
* frontier orbital gap: 10.6 eV
* relative energy (zero: lowest compared OMol25 entry of this formula, charge and spin): 0.792 eV
* HOMO energy: -10.5 eV
* charge: 0

Cartesian coordinates (Å):
H: -3.484 4.100 -0.894
H: 4.002 -2.607 4.391
O: -1.853 3.285 6.131
C: 1.875 0.928 6.717
H: -1.099 2.190 3.522
H: 6.405 -0.878 0.981
O: 0.245 -1.727 0.058
H: 2.188 -4.139 1.273
H: 2.039 0.645 0.510
H: 6.999 0.385 1.974
O: -0.603 5.270 5.265
H: 2.228 -1.770 -3.638
H: -4.947 1.903 1.933
C: -0.561 3.015 3.978
C: -3.636 -3.071 2.298
C: 2.433 1.589 0.140
H: -1.224 4.689 7.516
H: -2.140 5.161 -0.991
S: -2.853 -2.305 -5.711
H: 4.727 -0.573 5.845
H: 0.024 -0.903 -7.031
O: 0.478 4.789 -7.900
O: -1.319 0.159 5.172
O: -1.893 -3.365 -5.678
C: 3.036 -1.042 -3.661
H: -4.272 -3.578 -4.362
H: 0.771 0.696 -8.714
O: 4.622 1.124 1.478
C: -6.361 -3.500 0.359
O: 7.540 0.244 -2.293
H: -0.955 1.048 -8.314
H: 3.019 1.460 -0.764
O: 6.939 -2.169 -2.173
C: 0.684 0.223 7.299
H: -6.321 -4.577 0.215
H: 3.138 -0.592 -4.650
H: 4.083 -2.211 -2.235
H: -3.074 -1.219 6.904
O: -4.805 -3.928 2.407
H: 1.038 2.254 -10.317
C: 5.683 1.181 0.512
H: 2.751 -0.222 -2.993
H: -0.628 -0.892 -3.298
H: 1.651 2.338 0.021
H: 2.701 0.232 6.593
O: -1.391 2.345 -1.102
H: -5.054 -0.062 -9.167
H: 2.170 1.702 7.432
C: 7.162 -1.026 -4.541
H: 7.631 0.152 0.339
C: -3.723 -0.765 -7.642
C: -4.439 -2.968 -5.245
C: -2.684 4.526 -0.290
H: 1.146 0.276 -6.268
H: 2.682 -1.451 4.713
H: -2.204 -4.479 1.349
H: -5.138 -2.152 -5.065
O: -2.531 2.333 1.072
S: 0.101 3.585 -8.573
H: 4.746 -2.364 -3.787
C: -3.441 4.459 7.543
H: 6.092 2.176 0.361
H: 5.298 0.842 -0.457
C: 2.480 -3.613 2.177
O: -7.236 -4.041 2.760
H: 0.821 -0.092 8.336
C: -2.061 -1.409 7.249
H: -4.414 -0.384 -6.889
O: 5.240 -0.563 -2.804
C: -0.391 -0.669 -2.261
H: -0.573 0.350 -5.983
C: -3.522 1.530 0.445
H: -3.807 -1.118 -9.767
H: -3.021 5.038 0.602
H: -2.206 -4.493 3.146
C: 0.175 0.140 -6.748
H: -1.101 0.030 -1.831
H: -0.147 -1.704 2.619
H: -1.834 -2.405 7.606
H: 4.426 0.423 4.459
C: -2.387 -3.898 2.247
O: 5.047 -2.909 1.998
H: 5.668 -0.850 4.343
H: 1.667 -3.159 2.731
O: -0.986 -2.285 5.028
H: -0.447 -0.017 2.865
O: -2.598 -1.085 -4.993
H: -3.598 5.090 8.420
H: -4.839 -3.533 -6.084
H: -3.646 -2.498 3.227
H: -5.102 -1.867 -8.932
H: 3.050 -4.304 2.799
C: -4.478 1.020 1.488
C: 1.296 3.200 -9.852
H: 0.602 -0.236 -2.144
S: -6.220 -3.254 2.138
H: -0.472 0.276 0.344
S: -1.525 4.254 4.849
S: 6.805 -0.877 -2.787
C: 6.721 0.165 0.936
S: 3.735 -2.375 1.767
H: -1.787 -0.629 7.958
H: -1.546 -1.025 0.791
H: -1.772 3.214 8.159
C: 0.029 -0.719 2.182
O: 4.091 3.461 0.884
C: -0.493 -0.730 0.772
H: 6.539 -0.308 -5.070
H: -3.732 -2.382 1.457
H: -2.906 -0.071 -7.840
H: -5.520 -3.054 -0.171
O: -2.732 4.586 4.155
H: 8.219 -0.844 -4.699
O: -0.468 3.660 0.816
H: 6.842 -2.026 -4.821
O: 3.439 -1.235 2.855
C: -2.024 3.953 7.395
H: 2.290 3.184 -9.415
O: 0.474 -3.107 -2.034
H: -4.113 3.602 7.627
S: 3.493 2.267 1.418
O: 2.833 2.255 2.688
H: 0.179 2.595 4.649
H: 1.107 -0.546 2.239
O: -3.061 -1.979 -7.254
S: -1.573 3.175 0.055
H: -0.168 0.910 7.317
C: -4.492 -0.962 -8.928
H: -5.271 0.372 1.119
H: -0.097 3.621 3.201
O: -1.220 3.440 -9.099
H: -4.107 1.990 -0.360
O: 0.393 2.386 -7.530
S: -1.005 -1.083 5.813
H: 1.650 1.442 5.784
C: 0.075 1.052 -7.952
H: -1.583 -3.171 2.419
H: -3.087 0.672 -0.083
O: 3.408 -1.773 0.511
O: -6.160 -1.850 2.435
S: -0.386 -2.205 -1.340
H: 1.227 4.019 -10.567
H: -3.831 5.039 6.707
O: -1.778 -2.488 -1.068
C: 4.694 -0.592 4.753
H: -4.002 0.469 2.302
H: -7.294 -3.052 0.030
O: 0.421 -0.991 6.551
C: 4.323 -1.610 -3.116
C: 3.663 -1.581 4.254


No. 3
ORCA calculation (ωB97M-V/def2-TZVPD) on a structure of composition C10H6AlNO5S in a non-equilibrium geometry.

Results
* frontier orbital gap (spin up / spin down): 6.5 / 6.4 eV
* relative energy (zero: lowest compared OMol25 entry of this formula, charge and spin): 0.000 eV
* HOMO energy (spin up / spin down): -16.4 / -16.4 eV
* charge: +2

Cartesian coordinates (Å):
C: 0.517 2.658 -3.095
H: -1.684 -2.099 1.994
O: -0.443 3.183 1.078
H: -0.621 -1.634 -0.001
N: -0.141 -1.291 0.848
C: -0.162 -1.117 3.221
C: -1.211 0.596 -1.171
Al: 0.661 1.298 -1.501
O: -1.688 -1.725 -1.667
C: -1.215 -0.656 -2.112
C: -0.443 -0.433 -3.247
C: 1.718 -0.293 1.965
C: 1.095 -0.703 0.789
H: -0.677 -1.285 4.168
C: -0.744 -1.550 2.046
H: -0.913 -1.216 -3.924
H: 1.554 -0.115 4.103
S: 1.859 -0.454 -0.739
H: 2.700 0.158 1.853
C: 1.080 -0.467 3.185
O: 0.554 0.360 -3.352
C: -0.066 2.619 0.155
O: 0.451 3.264 -4.073
O: -2.182 0.900 -0.522


No. 4
ORCA calculation (ωB97M-V/def2-TZVPD) on the molecule C6H12O.

Results
* frontier orbital gap: 10.0 eV
* relative energy (zero: lowest compared OMol25 entry of this formula, charge and spin): 1.433 eV
* HOMO energy: -9.1 eV
* charge: 0

Cartesian coordinates (Å):
O: 1.570 1.112 1.774
H: -2.145 -1.485 -1.698
C: -0.605 0.682 0.539
H: 2.109 -1.282 0.994
H: 0.449 2.497 -0.117
H: 0.871 -1.457 -0.245
H: -0.486 -0.874 -1.798
H: -0.970 -1.406 0.678
H: 0.522 1.177 -1.386
C: 0.369 1.438 -0.342
C: 0.915 0.522 0.686
C: 1.589 -0.755 0.184
H: -1.125 1.356 1.221
H: -1.790 0.317 -1.661
C: -1.472 -0.691 -1.353
C: -1.412 -0.549 0.156
H: 2.334 -0.540 -0.592
H: 1.714 0.409 2.422
H: -2.436 -0.469 0.538


No. 5
ORCA calculation (ωB97M-V/def2-TZVPD) on a cluster of 2 separate species, C6H10Si in total in a non-equilibrium geometry.

Results
* frontier orbital gap: 9.4 eV
* relative energy (zero: lowest compared OMol25 entry of this formula, charge and spin): 2.932 eV
* HOMO energy: -9.1 eV
* charge: 0

Cartesian coordinates (Å):
H: -4.275 -1.474 -0.766
H: 0.957 1.447 2.163
C: 1.106 -1.457 -0.006
C: -2.436 -0.514 -0.025
H: 1.675 -1.264 -1.919
H: 0.895 1.153 -1.887
C: -3.484 -0.959 -0.371
Si: 0.079 0.131 0.220
H: -0.844 1.792 -1.503
C: 1.919 -1.705 -1.008
H: 2.804 -2.324 -0.903
C: 0.216 1.552 -1.090
C: 0.097 0.938 2.001
H: -0.613 1.667 1.981
H: 0.641 2.566 -0.560
H: 1.414 -1.876 0.903
H: -0.151 0.328 2.770


No. 6
ORCA calculation (ωB97M-V/def2-TZVPD) on a structure of composition C22H60F3O11S9Sr in a non-equilibrium geometry.

Results
* frontier orbital gap: 8.9 eV
* HOMO energy: -10.5 eV
* charge: +1

Cartesian coordinates (Å):
H: 1.160 -2.444 -5.976
H: -2.280 0.387 1.610
O: 2.622 3.524 -5.556
H: -6.149 -1.582 6.007
H: -6.001 -3.373 5.818
S: -1.856 2.768 -4.435
H: 3.361 -2.756 7.133
O: -0.374 0.802 0.654
S: -4.063 0.850 0.097
H: -6.059 0.815 1.188
S: 4.192 -5.661 -3.518
H: 0.147 0.746 2.659
H: -0.735 3.585 -2.561
H: -1.800 1.445 7.993
H: 1.529 0.627 1.426
H: -6.255 0.796 -0.663
C: 0.447 -1.173 1.758
H: 1.348 2.175 -2.458
H: -2.710 2.101 3.586
C: -0.918 4.044 -3.572
C: 5.193 3.912 -5.273
H: -0.516 -2.432 -5.242
O: -6.115 -0.891 3.112
H: -4.112 2.406 -4.133
C: 2.193 1.756 -3.018
H: 5.382 2.974 -4.725
C: -0.695 3.213 1.196
C: 3.307 0.945 -0.754
S: 3.516 2.269 -2.046
H: -0.524 -1.465 2.193
H: 5.331 -6.601 -5.316
C: -2.477 1.699 7.207
O: -1.932 0.044 5.126
H: 1.035 -1.667 2.434
O: -1.635 1.478 -3.675
S: 3.117 -1.210 5.294
H: 5.253 3.815 -6.345
C: -2.952 2.339 4.579
C: 0.502 0.322 1.735
H: 0.714 -1.558 0.755
O: 2.750 -5.949 -3.833
H: 4.460 -7.267 -1.880
H: 0.970 -0.315 5.187
H: -5.136 -4.034 3.538
O: -0.483 2.354 -1.022
C: 3.537 6.034 -5.608
H: 3.982 6.042 -6.546
H: -1.641 4.899 -3.578
O: -3.481 0.008 -1.024
C: -5.657 -3.351 2.853
H: 1.270 -4.563 -4.175
H: -2.805 3.389 4.710
O: 0.266 -1.598 -2.590
C: 3.820 -1.867 6.853
H: -3.932 0.258 2.404
H: -6.397 -3.846 2.213
H: 2.269 0.518 -0.786
H: -4.989 -2.725 2.256
H: 4.768 -7.866 -4.103
H: -3.771 4.063 -4.685
C: -0.014 2.163 0.159
C: 5.254 -6.911 -4.274
H: 1.068 2.267 0.377
H: -3.469 -0.984 1.373
H: -3.216 0.846 7.241
C: 1.481 -0.824 6.004
O: 4.843 2.085 -2.793
F: -0.652 4.416 0.665
C: -3.326 0.070 1.511
H: -3.474 3.688 -2.989
S: 3.593 4.479 -4.767
F: 0.004 3.330 2.362
O: 2.847 -2.408 4.454
Sr: -1.111 0.112 -1.775
C: 0.584 -3.984 -3.526
H: 3.742 -1.077 7.590
H: 1.131 -1.811 6.292
H: 5.997 4.486 -4.843
C: -5.747 -2.406 5.452
S: -1.691 1.453 5.536
C: 0.532 -2.060 -5.144
H: -3.956 1.983 4.808
F: -2.056 2.950 1.320
H: 3.459 1.467 0.249
S: 1.151 -2.356 -3.545
H: 0.449 -0.976 -5.348
H: 2.199 2.313 -3.959
H: 1.546 -0.217 6.865
H: 4.869 -1.999 6.616
H: 5.671 -6.036 -1.604
H: 2.494 6.238 -5.694
C: 4.598 -6.215 -1.840
H: 0.602 -4.380 -2.517
C: -3.487 3.272 -3.964
C: -5.787 0.401 0.249
H: 0.054 4.263 -3.996
H: 4.071 0.177 -0.819
H: -0.399 -3.885 -3.879
H: -2.934 2.755 7.412
H: 3.992 6.845 -5.090
H: 3.982 -5.745 -1.050
H: 2.136 0.714 -3.227
H: -6.036 -0.624 0.213
H: 6.209 -6.708 -3.756
H: -4.658 -2.249 5.338
S: -6.536 -2.123 3.839